1.
# C30H50Br2FN2O11

A cluster of 6 separate species, C30H50Br2FN2O11 in total (ωB97M-V/def2-TZVPD, OMol25).

The HOMO energy comes out at -11.73 eV. The strongest force on any atom comes out at 0.45 eV Å⁻¹. Its orbital gap is 9.20 eV. The charge is +1.

The geometry in XYZ format:
```
96
Properties=species:S:1:pos:R:3:forces:R:3:lowdin_charge:R:1
C -0.3281 -6.7094 -4.2854 -0.03 -0.03 -0.03 -0.058
C -1.5592 -6.2136 -5.0374 0.20 0.04 -0.06 -0.220
O -2.6032 -5.8425 -4.1146 -0.10 -0.06 -0.02 -0.133
C -2.9714 -4.5025 -4.1340 -0.05 0.00 0.11 -0.194
C -1.9449 -3.7323 -3.2952 0.18 0.07 -0.03 -0.169
C -1.8589 -4.2518 -1.8342 0.10 -0.16 0.10 -0.128
N -1.7816 -3.1972 -0.8408 -0.04 0.19 -0.41 -0.016
C -0.8304 -2.1984 -1.2770 0.09 -0.03 -0.06 -0.152
C -1.3276 -1.3609 -2.4988 0.06 -0.01 0.09 -0.227
C -2.0360 -0.0450 -2.1347 0.02 -0.20 0.07 -0.697
Br -2.5266 0.9671 -3.7338 0.05 0.10 -0.03 0.809
C -1.2327 0.9036 -1.2244 0.08 0.04 -0.11 -0.769
C 0.2778 0.9235 -1.4485 0.03 0.00 0.06 -0.116
Br -1.6997 0.5229 0.6296 -0.02 0.02 0.09 0.887
N -2.2995 -2.2733 -3.2337 -0.12 0.04 0.03 0.009
F -2.4845 -1.8301 -4.5311 0.11 -0.14 0.04 0.018
H -0.6241 -7.0980 -3.3095 -0.01 -0.02 -0.05 0.083
H 0.4203 -5.9260 -4.1410 -0.05 -0.01 0.08 0.068
H 0.1522 -7.5260 -4.8255 0.00 0.09 -0.02 0.082
H -1.9664 -6.9781 -5.6966 -0.07 0.01 0.08 0.101
H -1.3130 -5.3428 -5.6583 -0.02 -0.12 -0.04 0.122
H -3.9570 -4.4328 -3.6553 0.04 0.05 -0.03 0.146
H -3.0513 -4.1011 -5.1493 0.05 -0.05 0.03 0.125
H -0.9652 -3.7645 -3.7811 -0.09 0.09 0.01 0.163
H -2.6845 -4.9292 -1.6192 -0.04 0.09 -0.05 0.140
H -0.9370 -4.8336 -1.7653 -0.13 -0.09 0.01 0.131
H -2.6818 -2.7960 -0.6019 0.06 -0.10 0.32 0.125
H 0.0785 -2.7262 -1.5820 -0.04 0.06 0.07 0.141
H -0.5652 -1.5416 -0.4571 -0.05 0.08 0.00 0.065
H -0.5126 -1.2028 -3.2072 -0.11 0.08 -0.01 0.153
H -2.9836 -0.2659 -1.6373 0.03 0.04 -0.06 0.076
H -1.6310 1.9020 -1.3841 -0.04 -0.12 -0.01 0.060
H 0.8038 0.2143 -0.8072 -0.07 -0.02 -0.08 0.075
H 0.6653 1.9151 -1.2169 0.01 -0.08 0.01 0.090
H 0.5265 0.7027 -2.4903 -0.03 0.13 0.01 0.082
H -3.2277 -2.1736 -2.8057 -0.03 0.03 -0.08 0.205
O -1.6396 -1.4328 3.4087 0.03 -0.03 0.03 0.087
C -1.9245 -0.3952 3.9345 0.00 0.10 -0.06 -0.519
O -2.9199 0.3878 3.4357 -0.03 0.02 -0.05 -0.071
C -2.9846 1.6368 4.1541 0.05 0.01 0.03 -0.150
C -2.3271 1.3559 5.4999 0.00 -0.04 0.03 -0.138
C -1.2996 0.2932 5.1245 -0.10 -0.08 0.02 -0.067
H -2.4333 2.3853 3.5792 0.00 0.02 0.01 0.119
H -4.0293 1.9303 4.2135 -0.01 -0.02 0.01 0.125
H -1.8901 2.2464 5.9454 0.02 -0.02 -0.04 0.102
H -3.0610 0.9420 6.1925 -0.01 0.01 0.00 0.120
H -0.3534 0.7341 4.8027 -0.03 -0.02 0.05 0.109
H -1.0796 -0.4243 5.9104 0.04 -0.02 -0.03 0.134
O 1.3299 2.0753 5.6371 0.09 0.01 0.08 0.115
C 1.2137 3.2424 5.3960 -0.02 0.03 -0.14 -0.472
O 0.0288 3.8843 5.5201 -0.03 0.02 -0.02 0.011
C 0.1407 5.2432 5.0436 0.01 0.01 -0.03 -0.130
C 1.6272 5.5749 5.1300 0.00 -0.05 0.05 -0.136
C 2.2566 4.2086 4.8808 -0.03 0.04 0.13 -0.077
H -0.2230 5.2721 4.0148 0.01 0.01 -0.01 0.130
H -0.4949 5.8641 5.6687 0.01 0.00 0.02 0.127
H 1.9222 6.3358 4.4109 -0.01 -0.03 -0.04 0.111
H 1.8725 5.9282 6.1323 0.00 0.02 0.00 0.121
H 2.3812 4.0155 3.8137 -0.01 -0.02 0.07 0.114
H 3.2044 4.0404 5.3873 0.02 -0.03 -0.03 0.116
O 1.5809 6.1505 0.5682 0.01 0.00 -0.05 0.120
C 2.6943 6.0310 0.9864 0.04 0.03 0.04 -0.482
O 2.9765 5.1969 2.0210 -0.07 0.02 -0.03 -0.020
C 4.3651 5.2943 2.3902 0.14 -0.02 -0.03 -0.167
C 5.0685 5.8485 1.1577 -0.09 0.00 -0.04 -0.139
C 3.9722 6.7139 0.5396 0.01 -0.09 -0.01 -0.067
H 4.4454 5.9669 3.2487 0.02 0.01 0.00 0.129
H 4.7083 4.3042 2.6735 -0.02 -0.02 -0.01 0.113
H 5.9848 6.3752 1.4080 -0.02 0.03 0.01 0.119
H 5.3235 5.0297 0.4848 0.03 -0.01 0.02 0.125
H 3.9636 7.7288 0.9441 0.00 0.01 -0.01 0.134
H 3.9961 6.7820 -0.5445 0.00 0.04 0.00 0.127
O 7.2425 4.2898 3.1880 -0.02 0.05 0.01 0.114
C 6.9375 3.7584 4.2168 -0.04 0.01 0.04 -0.499
O 6.6111 2.4490 4.2797 -0.04 0.00 -0.04 0.026
C 6.1808 2.0957 5.6095 0.00 0.02 0.02 -0.141
C 6.7863 3.1610 6.5194 0.03 0.00 -0.05 -0.143
C 6.8118 4.3762 5.5970 0.07 -0.10 0.02 -0.073
H 5.0885 2.1055 5.6267 0.00 0.00 0.02 0.119
H 6.5275 1.0860 5.8102 0.02 0.00 0.00 0.127
H 6.2156 3.3023 7.4343 -0.03 0.01 -0.02 0.117
H 7.8041 2.8813 6.7914 0.00 -0.01 0.02 0.120
H 5.8737 4.9373 5.6244 0.00 0.02 0.00 0.120
H 7.6297 5.0697 5.7717 -0.03 0.04 0.00 0.128
O -3.4316 -7.6230 -7.4540 0.03 0.11 0.09 0.117
C -4.3660 -7.0851 -7.9744 -0.05 -0.05 -0.07 -0.483
O -4.8293 -7.4627 -9.1815 0.02 -0.01 -0.04 0.035
C -5.9046 -6.6068 -9.6080 -0.01 0.03 0.01 -0.143
C -6.4563 -5.9913 -8.3243 0.03 -0.06 0.02 -0.147
C -5.2057 -5.9307 -7.4525 -0.03 -0.05 -0.02 -0.083
H -5.4922 -5.8548 -10.2835 -0.01 0.01 0.00 0.128
H -6.6178 -7.2197 -10.1517 -0.01 -0.01 0.01 0.128
H -6.9353 -5.0300 -8.4941 0.03 0.02 -0.01 0.116
H -7.1877 -6.6641 -7.8760 -0.02 0.01 -0.01 0.121
H -4.6376 -5.0101 -7.6117 0.00 0.00 0.01 0.126
H -5.3814 -6.0557 -6.3867 0.02 0.03 0.01 0.121
```
Forces are in eV/Å.


2.
# C39H80GaN2O18

A structure of composition C39H80GaN2O18 in a non-equilibrium geometry (ωB97M-V/def2-TZVPD, OMol25).

The HOMO energy comes out at -4.35 eV. The strongest force on any atom comes out at 7.79 eV Å⁻¹. Its orbital gap is 5.56 eV. The charge is -1.

The geometry in XYZ format:
```
140
Properties=species:S:1:pos:R:3:forces:R:3:lowdin_charge:R:1
C -7.6908 2.1085 5.1792 -0.25 -1.12 -0.38 -0.091
C -7.2932 1.0481 3.9801 1.03 1.66 -0.32 -0.242
O -8.4718 0.7571 3.1302 1.02 -1.55 0.67 -0.252
C -8.3562 -0.5569 2.4736 0.22 -0.29 -1.37 -0.183
C -6.8628 -0.7925 1.7608 -0.99 -1.57 -0.27 -0.289
O -6.0205 -1.6980 2.5396 -1.25 2.25 -1.38 -0.334
Ga -4.3518 -0.9763 3.0347 1.08 -0.66 0.44 0.363
C -2.9509 -2.5203 2.7119 -0.11 -1.15 0.04 -0.267
C -1.8625 -2.6701 3.9276 0.10 -1.30 -0.19 -0.218
C -2.4715 -2.4641 5.4375 3.39 4.24 2.40 -0.346
N -3.7165 -3.1933 5.8986 1.75 1.14 0.66 0.043
O -1.7810 -1.6214 6.2496 -4.03 -5.25 -4.11 -0.120
C -3.6757 0.6324 1.9482 1.82 1.97 -0.36 -0.168
C -2.9077 1.6674 3.0143 -4.03 1.01 3.05 -0.316
O -3.6958 2.0913 4.0413 5.07 -1.63 -5.65 -0.136
N -1.4831 2.1463 2.8450 -0.98 -1.71 1.63 -0.194
C -0.8616 2.6250 4.1384 1.13 0.81 0.22 -0.142
C -0.5818 0.9858 2.3897 -0.98 -0.74 -0.20 -0.109
H -6.8892 1.9716 6.0275 -1.71 0.37 -1.60 0.087
H -7.6805 3.2262 4.8141 -0.14 -2.29 0.69 0.083
H -8.7805 1.7874 5.5411 2.54 0.88 -0.49 0.065
H -6.7589 0.0951 4.4041 -1.25 1.73 -0.86 0.106
H -6.5338 1.6394 3.2736 -1.25 -1.54 1.67 0.126
H -8.6575 -1.4689 3.1812 0.96 1.98 -1.26 0.133
H -9.1336 -0.5635 1.5685 1.44 0.27 2.04 0.115
H -6.3916 0.2351 1.4729 -0.84 -1.70 0.72 0.093
H -7.1001 -1.3490 0.7332 0.38 1.16 1.87 0.113
H -4.3831 -0.5871 4.6139 -0.15 -0.20 -0.20 -0.002
H -3.5346 -3.5560 2.6411 1.22 2.13 0.11 0.066
H -2.4343 -2.3660 1.6661 -0.61 -0.39 2.10 0.051
H -1.4617 -3.7926 3.8699 -0.93 2.51 0.53 0.086
H -0.8939 -2.0011 3.7461 -2.31 -1.17 0.86 0.102
H -3.5833 -3.4139 6.9294 -0.02 0.67 -1.64 0.081
H -4.5061 -2.5093 5.8599 0.91 -0.56 -0.31 0.053
H -2.9468 0.2235 1.1168 -1.43 1.07 1.65 0.041
H -4.4878 1.2850 1.4186 1.57 -1.09 1.07 0.055
H -0.4725 1.6822 4.7219 -0.97 1.92 -0.60 0.100
H 0.1074 3.2528 3.8372 -1.97 -1.33 0.57 0.089
H -1.5287 3.3494 4.7703 1.01 -1.83 -1.31 0.094
H 0.5617 1.1888 2.6036 -2.49 -0.14 -0.61 0.096
H -0.8319 0.8027 1.2613 0.83 0.16 2.15 0.088
H -0.9289 0.0577 3.0330 1.05 1.53 -1.45 0.093
O -0.7071 -4.9571 2.4291 2.00 -1.80 -0.25 0.066
C 0.3764 -5.5329 2.4146 -1.42 1.25 0.14 -0.480
O 0.4546 -6.8481 2.7252 -0.42 -0.36 -0.15 -0.006
C 1.6315 -7.6587 2.5579 0.12 0.24 0.14 -0.233
C 2.5513 -7.5320 3.7585 0.04 0.13 0.15 -0.072
C 1.6447 -4.7759 2.1467 0.09 -0.01 -0.55 0.006
H 2.1368 -7.4284 1.6142 -0.04 0.11 0.15 0.115
H 1.2864 -8.6943 2.4798 -0.23 0.26 0.00 0.119
H 2.9099 -6.5079 3.8860 0.03 -0.10 -0.11 0.069
H 3.4174 -8.1917 3.6515 -0.08 0.05 0.00 0.077
H 2.0174 -7.7970 4.6771 0.04 -0.05 -0.18 0.083
H 1.9782 -4.2993 3.0712 -0.03 -0.02 -0.08 0.105
H 1.4341 -4.0072 1.3989 -0.07 -0.01 0.32 0.091
H 2.4431 -5.3854 1.7375 0.16 -0.01 0.15 0.054
O -3.0805 1.7372 -0.7962 -0.47 2.47 -0.69 0.077
C -3.2101 2.9240 -1.0797 0.06 -1.93 0.42 -0.489
O -4.2087 3.6523 -0.5278 0.03 -0.20 0.33 -0.002
C -4.3373 5.0809 -0.6415 0.00 -0.06 -0.21 -0.227
C -5.0501 5.4597 -1.9268 -0.05 -0.09 -0.18 -0.074
C -2.3291 3.5679 -2.1105 0.63 0.22 0.10 0.001
H -3.3645 5.5728 -0.5389 -0.06 -0.13 -0.08 0.114
H -4.9409 5.4069 0.2112 0.14 -0.35 -0.03 0.127
H -4.4900 5.1392 -2.8085 0.03 0.10 0.07 0.063
H -5.1943 6.5426 -1.9826 0.01 -0.10 0.03 0.078
H -6.0284 4.9704 -1.9784 0.13 0.11 0.11 0.085
H -2.7243 3.3492 -3.1049 0.03 0.03 0.09 0.094
H -1.3263 3.1435 -2.0182 -0.25 -0.16 -0.10 0.091
H -2.2167 4.6395 -1.9860 -0.17 0.16 -0.12 0.064
O 4.1256 -3.9152 0.4414 -0.56 0.63 -1.93 0.068
C 3.8385 -3.3182 -0.5915 0.57 -0.66 1.11 -0.496
O 3.3715 -3.9976 -1.6652 -0.17 -0.34 0.53 -0.006
C 2.8308 -3.3836 -2.8487 0.16 0.20 -0.23 -0.224
C 3.9365 -3.0163 -3.8214 0.17 0.07 0.12 -0.065
C 4.0861 -1.8432 -0.7201 -0.38 0.40 0.29 0.015
H 2.1940 -2.5303 -2.5934 0.16 -0.08 0.06 0.117
H 2.1784 -4.1287 -3.3144 0.12 -0.04 0.36 0.123
H 4.6243 -2.2836 -3.3926 -0.09 -0.03 -0.09 0.048
H 3.5172 -2.6005 -4.7422 0.02 -0.06 0.09 0.081
H 4.5321 -3.9001 -4.0726 -0.15 0.10 0.00 0.090
H 5.1323 -1.6788 -0.9872 -0.08 -0.01 -0.04 0.093
H 3.8815 -1.3754 0.2461 0.23 -0.18 -0.06 0.096
H 3.4404 -1.3494 -1.4382 0.09 -0.01 -0.24 0.070
O 6.9243 -0.9489 -3.3439 -0.82 0.57 -1.67 0.049
C 6.6371 -0.3518 -4.3768 0.45 -0.64 0.63 -0.482
O 6.1701 -1.0312 -5.4504 -0.08 -0.27 0.88 -0.010
C 5.6295 -0.4173 -6.6340 0.28 0.29 -0.39 -0.216
C 6.7352 -0.0499 -7.6066 0.22 -0.33 -0.05 -0.080
C 6.8847 1.1231 -4.5053 -0.46 0.39 0.28 0.018
H 4.9926 0.4361 -6.3787 0.18 -0.04 0.05 0.118
H 4.9770 -1.1624 -7.0997 0.13 -0.07 0.35 0.122
H 7.4229 0.6828 -7.1779 -0.22 -0.03 -0.12 0.064
H 6.3158 0.3659 -8.5275 0.13 -0.18 0.32 0.067
H 7.3308 -0.9338 -7.8579 -0.19 -0.04 0.10 0.087
H 7.9310 1.2875 -4.7725 -0.10 -0.04 -0.02 0.105
H 6.6801 1.5910 -3.5392 0.25 -0.18 -0.02 0.095
H 6.2390 1.6169 -5.2234 0.15 -0.02 -0.27 0.061
O -10.6392 4.4594 6.6701 -2.07 -0.74 -0.79 0.082
C -11.5670 3.8828 6.1112 1.62 0.42 0.74 -0.499
O -12.8480 4.1835 6.4289 -0.12 0.59 0.16 -0.015
C -14.0009 3.7110 5.7095 0.12 -0.27 0.04 -0.236
C -14.4192 2.3368 6.1998 0.08 -0.16 0.08 -0.072
C -11.3048 2.7709 5.1373 0.12 0.27 -0.59 -0.001
H -13.8283 3.7378 4.6286 0.09 -0.08 0.15 0.114
H -14.8066 4.4232 5.9124 0.32 0.07 0.10 0.119
H -13.6368 1.5929 6.0318 -0.09 0.07 -0.10 0.069
H -15.3279 2.0056 5.6888 0.08 0.05 0.05 0.079
H -14.6088 2.3585 7.2781 -0.04 0.09 -0.17 0.083
H -11.1407 1.8433 5.6902 0.01 0.08 -0.10 0.098
H -10.4046 3.0176 4.5691 -0.03 -0.18 0.31 0.083
H -12.0944 2.6300 4.4071 -0.20 -0.17 0.06 0.069
O 10.9527 -1.3886 -4.4560 0.03 -1.35 1.57 0.071
C 10.7590 -2.0401 -3.4344 -0.12 0.83 -1.17 -0.499
O 11.4607 -3.1748 -3.2052 0.48 0.21 -0.32 -0.011
C 11.4502 -3.9058 -1.9660 -0.31 -0.08 0.04 -0.233
C 10.2764 -4.8665 -1.9141 -0.18 0.00 -0.08 -0.068
C 9.6799 -1.6487 -2.4671 0.29 0.31 0.36 0.000
H 11.4761 -3.2260 -1.1080 -0.11 -0.02 -0.16 0.114
H 12.3823 -4.4785 -1.9357 -0.06 0.25 -0.25 0.120
H 9.3207 -4.3389 -1.9575 0.09 -0.01 0.11 0.070
H 10.3038 -5.4589 -0.9948 0.01 0.07 -0.10 0.081
H 10.3020 -5.5460 -2.7724 0.10 0.08 0.15 0.084
H 8.7230 -2.0362 -2.8236 0.16 0.11 0.08 0.075
H 9.6355 -0.5576 -2.4256 -0.17 -0.21 -0.25 0.094
H 9.8573 -1.9832 -1.4507 -0.05 -0.24 0.07 0.070
O 6.3837 2.5442 -8.4370 0.47 2.33 1.07 0.069
C 6.6584 3.6643 -8.0181 -0.57 -1.23 -0.55 -0.477
O 7.0301 3.8384 -6.7282 0.15 -0.62 -0.17 -0.016
C 7.5514 5.0651 -6.1864 -0.17 0.31 0.03 -0.224
C 6.4260 5.9952 -5.7718 -0.19 0.00 -0.04 -0.065
C 6.4982 4.8725 -8.8944 0.47 0.14 -0.44 0.011
H 8.2521 5.5365 -6.8833 -0.17 -0.09 -0.01 0.116
H 8.1328 4.7908 -5.3007 -0.13 -0.25 -0.24 0.125
H 5.8069 6.2846 -6.6242 0.12 0.05 0.03 0.068
H 6.8264 6.9026 -5.3103 -0.03 -0.12 -0.04 0.084
H 5.7647 5.4972 -5.0550 0.19 0.06 -0.04 0.086
H 5.4529 5.1888 -8.8789 0.11 -0.03 0.01 0.101
H 6.7776 4.5963 -9.9142 -0.28 -0.09 0.15 0.096
H 7.1388 5.7036 -8.6198 -0.11 0.16 0.17 0.068
```
Forces are in eV/Å.


- What is the strongest force on any atom in the second record?
  7.79 eV Å⁻¹